Below is an isolated molecule of C21H23N3O3, with properties calculated with the ωB97M-V functional and the def2-TZVPD basis.

The SMILES is COC(=O)[C@@H](Cc1ccccc1)NC(=O)NCCc1c[nH]c2ccccc12. For the energy above the lowest of the compared OMol25 structures with the same formula, charge and spin, the calculation gives 0.871 eV. For the HOMO-LUMO gap, the calculation gives 8.064 eV. Its maximum force is 0.515 eV/A. Its net charge is 0.

XYZ file:
```
50
Properties=species:S:1:pos:R:3:forces:R:3
C -1.28527 4.96972 -2.19051 0.01 0.27 -0.32
H -1.81367 5.55832 -1.44499 0.02 -0.05 -0.03
H -1.97733 4.61594 -2.95638 0.04 0.03 0.04
H -0.49984 5.55912 -2.66782 -0.11 -0.02 0.05
O -0.71939 3.86414 -1.49880 -0.07 -0.08 0.27
C 0.14933 3.11889 -2.18521 0.07 -0.15 0.00
O 0.51534 3.36803 -3.30306 -0.02 -0.03 -0.06
C 0.64099 1.92423 -1.36858 -0.03 -0.02 -0.04
N 0.09848 1.88877 -0.03416 0.35 -0.06 -0.02
C -1.12892 1.27970 0.15940 0.18 0.28 0.13
O -1.63386 0.55897 -0.67230 -0.17 -0.21 -0.26
N -1.70896 1.58799 1.35917 -0.06 0.20 0.25
H -1.12361 2.02893 2.05310 0.03 -0.03 -0.11
C -2.76508 0.75440 1.88776 -0.17 -0.09 0.16
H -3.26644 0.30709 1.02780 -0.06 0.08 0.11
H -3.46947 1.38647 2.43678 -0.02 -0.08 -0.09
C -2.20973 -0.35458 2.79901 0.07 0.12 -0.38
C -1.28348 -1.22316 2.01663 0.18 0.11 0.29
C 0.05982 -1.05262 1.84728 -0.21 -0.01 0.30
N 0.55040 -1.98659 0.97808 0.29 0.06 -0.13
C -0.47947 -2.76474 0.54069 -0.50 -0.12 0.03
C -0.48887 -3.82853 -0.35203 0.06 -0.07 -0.08
C -1.69722 -4.44164 -0.60089 0.14 -0.05 -0.09
C -2.87169 -4.01088 0.02269 -0.27 -0.05 0.01
C -2.86877 -2.95763 0.90841 0.05 0.00 -0.02
C -1.66042 -2.31747 1.17953 0.36 -0.15 -0.17
H -3.78334 -2.63076 1.38139 -0.11 0.02 0.04
H -3.79844 -4.51841 -0.20333 -0.07 -0.03 -0.01
H -1.74292 -5.27024 -1.29265 0.02 -0.06 -0.05
H 0.42037 -4.15672 -0.83476 0.07 -0.06 -0.06
H 1.50316 -2.03433 0.65578 -0.07 0.04 0.02
H 0.72108 -0.33541 2.29739 0.09 0.13 0.06
H -3.04247 -0.94148 3.18821 -0.02 0.01 0.13
H -1.68171 0.09977 3.64200 -0.08 -0.02 0.07
H 0.30852 2.69235 0.53918 -0.11 -0.04 -0.03
H 0.26626 1.02256 -1.87134 0.10 0.22 0.02
C 2.17869 1.91897 -1.35913 -0.29 -0.09 -0.11
C 2.72497 0.62636 -0.82761 0.05 0.09 0.01
C 3.22700 0.53907 0.46369 0.00 -0.02 -0.03
C 3.74105 -0.65384 0.94317 0.03 -0.05 0.09
C 3.75310 -1.77888 0.13434 0.11 -0.08 0.00
C 3.24509 -1.70317 -1.15454 0.02 -0.09 -0.02
C 2.73288 -0.50931 -1.62912 0.02 0.05 0.05
H 2.34410 -0.45192 -2.63492 -0.06 0.00 -0.14
H 3.25266 -2.57664 -1.78981 0.00 -0.07 -0.06
H 4.16067 -2.70865 0.50439 0.03 -0.07 0.02
H 4.13552 -0.70700 1.94756 0.03 0.00 0.08
H 3.22854 1.41499 1.09684 -0.01 0.10 0.05
H 2.51108 2.07428 -2.38722 0.02 0.07 0.08
H 2.53125 2.75555 -0.75111 0.06 0.04 -0.04
```
Positions in Å, forces in eV/Å.